Formula: C14H24F3N2O4S
Source: the OMol25 dataset
Level of theory: the ωB97M-V functional and the def2-TZVPD basis

Cartesian coordinates (Å):
O 2.038391 1.894020 4.862697
S 1.174719 1.828870 3.722449
O 2.186297 1.457945 2.446134
C 1.418184 1.013780 1.335138
C 1.127855 2.125908 0.328090
C 0.960028 3.520263 0.917196
C 0.111985 3.637325 2.173853
C -1.180754 2.830692 2.103984
C -2.128940 3.343990 1.017080
O -2.667077 2.246296 0.286238
C -3.799844 1.663031 0.875650
C -3.855270 0.207381 0.438439
F -4.433624 0.077041 -0.796061
F -2.598248 -0.346930 0.346842
F -4.561892 -0.546730 1.315857
O 0.885755 3.388715 3.367728
H 0.496935 0.528092 1.653184
H 1.999789 0.247171 0.830153
H 1.975063 2.175645 -0.350104
H 0.268283 1.824427 -0.266763
H 0.492160 4.143012 0.160952
H 1.924379 3.973867 1.111530
H -0.166407 4.681719 2.274474
H -0.997759 1.783878 1.908623
H -1.663490 2.912328 3.074957
H -1.590249 3.930994 0.284187
H -2.921074 3.964380 1.425383
H -4.699558 2.163611 0.529808
H -3.751351 1.705327 1.960198
C 2.439294 -5.457381 -3.271910
C 2.991589 -4.242326 -2.544433
N 1.924851 -3.455208 -1.902805
C 1.730086 -3.300645 -0.551114
C 0.656055 -2.489233 -0.397006
N 0.215419 -2.159690 -1.655785
C 0.998739 -2.754662 -2.548784
C -0.926247 -1.291815 -1.971749
H 1.735291 -5.167064 -4.052114
H 3.252483 -6.006839 -3.740545
H 1.923650 -6.124638 -2.581881
H 3.524143 -3.582560 -3.227546
H 3.686437 -4.539166 -1.763382
H 2.378969 -3.785394 0.156028
H 0.149753 -2.101229 0.468931
H 0.896755 -2.684231 -3.617758
H -1.668183 -1.855521 -2.530829
H -0.584977 -0.443028 -2.558536
H -1.368392 -0.935418 -1.046680

Forces on atoms 1 to 6 (eV/Å):
O -0.06 -0.01 0.00
S 0.64 0.11 0.08
O -0.64 0.05 0.40
C 0.25 -0.07 -0.68
C 0.46 -0.16 0.12
C -0.22 0.01 -0.02

E in a.u.: -1655.8635
Total charge: +1
HOMO in eV: -12.09
Lowest unoccupied orbital energy in eV: -2.90
Frontier orbital gap in eV: 9.186